# 1
The following is a quantum chemistry calculation of a cluster of 7 separate species, C55H109Cl3N6O6 in total in a non-equilibrium geometry, from OMol25.

```
179
Properties=species:S:1:pos:R:3
C 10.11866 -1.98581 1.24417
Cl 8.37863 -2.23169 1.58497
Cl 10.86595 -1.58956 2.81797
Cl 10.30973 -0.62693 0.11154
H 10.48343 -2.92333 0.82453
C 2.74492 5.00408 -4.66189
C 3.08681 4.03969 -5.76136
C 4.46564 4.54516 -6.39155
C 5.72013 4.02514 -5.65165
C 5.58142 2.49171 -5.54379
C 4.29311 1.95529 -4.74713
N 3.09329 2.61015 -5.32455
O 1.76981 1.98208 -5.01290
C 4.33690 0.41971 -5.07434
C 4.56223 2.26103 -3.28003
C 2.09232 4.37473 -6.99636
H 3.58430 5.36906 -4.07002
H 1.93691 4.81314 -3.95566
H 2.35842 5.91686 -5.11527
H 4.54708 4.15240 -7.40506
H 4.70647 5.60788 -6.36449
H 5.80453 4.49986 -4.67410
H 6.62603 4.19931 -6.23227
H 6.47997 1.94518 -5.25741
H 5.33570 2.25028 -6.57791
H 5.25388 0.17008 -4.54056
H 3.45033 -0.09538 -4.70449
H 4.70922 0.22793 -6.08067
H 4.23342 1.43107 -2.65462
H 5.61829 2.26094 -3.01012
H 4.18157 3.15599 -2.78786
H 2.32574 5.33802 -7.44990
H 1.10334 4.34935 -6.53879
H 2.13970 3.68959 -7.84278
C 14.34880 3.75414 -4.38485
C 15.10865 4.29303 -3.17897
C 14.01634 5.10356 -2.38359
C 14.41951 5.65482 -1.07306
C 15.01571 4.53086 -0.15216
C 16.15477 3.72084 -0.82834
N 15.64057 3.24911 -2.22514
O 16.28529 2.02713 -2.76654
C 17.49842 4.44166 -0.83477
C 16.39574 2.53267 0.12831
C 16.29827 5.15791 -3.73782
H 15.12294 3.30078 -5.00394
H 13.79178 4.49407 -4.95959
H 13.50938 3.10740 -4.12950
H 13.70433 5.88172 -3.08014
H 13.18233 4.42407 -2.20803
H 13.52441 6.10451 -0.64332
H 15.19734 6.41836 -1.08334
H 14.18081 3.84260 -0.02045
H 15.21348 4.91773 0.84751
H 17.36569 5.48116 -1.13464
H 17.96267 4.34431 0.14661
H 18.13373 3.94124 -1.56556
H 15.48365 1.95344 0.27206
H 17.30728 1.99363 -0.12981
H 16.56579 2.91457 1.13495
H 16.37606 5.26017 -4.82022
H 17.29676 4.82762 -3.45144
H 16.14702 6.14383 -3.29829
C 17.98454 -4.54950 11.54804
C 17.11387 -3.23603 11.32871
C 17.65769 -2.60786 9.99931
C 16.74283 -1.61123 9.43695
C 15.32345 -2.05981 9.36667
C 14.76634 -2.61649 10.65355
N 15.65471 -3.51891 11.29386
O 15.10644 -4.29299 12.39349
C 14.51090 -1.42851 11.58508
C 13.40483 -3.22174 10.26245
C 17.48398 -2.24856 12.39060
H 17.66698 -5.41523 10.96687
H 18.02563 -4.98401 12.54684
H 19.05465 -4.50476 11.34569
H 18.64686 -2.17250 10.14106
H 17.81933 -3.40420 9.27280
H 17.07763 -1.22029 8.47613
H 16.68254 -0.69597 10.02582
H 15.42769 -2.81360 8.58626
H 14.68930 -1.25645 8.99176
H 15.34167 -0.75139 11.78366
H 13.72581 -0.69918 11.38546
H 14.25810 -1.87401 12.54722
H 12.85956 -2.55756 9.59189
H 13.42849 -4.12283 9.64962
H 12.68094 -3.31454 11.07207
H 17.09200 -2.46601 13.38417
H 17.28091 -1.22365 12.08007
H 18.55808 -2.08984 12.48656
C 6.70871 2.09894 7.52536
C 6.75986 3.62281 7.41758
C 7.71015 3.78384 6.16840
C 6.95447 3.62418 4.82754
C 5.66346 4.44694 4.86401
C 4.70360 4.20281 6.01371
N 5.45740 4.31193 7.28697
O 4.58925 4.22759 8.45297
C 3.73472 5.42769 5.81720
C 4.07895 2.80986 5.79763
C 7.55474 4.23055 8.62672
H 5.84351 1.72452 8.07248
H 7.59918 1.77245 8.06254
H 6.69284 1.52078 6.60148
H 8.03006 4.82563 6.14766
H 8.59132 3.16175 6.32541
H 6.72800 2.56292 4.72498
H 7.59386 3.86155 3.97727
H 5.09903 4.45855 3.93161
H 6.03496 5.47168 4.86757
H 3.22903 5.36442 4.85367
H 2.93050 5.44118 6.55283
H 4.28286 6.35849 5.96289
H 4.81677 2.01661 5.67734
H 3.37186 2.44262 6.54145
H 3.48272 2.87483 4.88747
H 8.50006 3.73819 8.85487
H 6.89028 4.18893 9.48977
H 7.89543 5.22931 8.35374
C 17.23732 -5.55860 2.17943
C 17.66655 -6.94824 2.60311
C 18.99172 -6.82280 3.35383
C 19.55748 -8.18615 3.91532
C 18.57360 -8.73605 4.88680
C 17.09751 -8.89620 4.34381
N 16.71865 -7.60769 3.57773
O 15.28807 -7.34230 3.35149
C 16.94843 -10.08106 3.40673
C 16.30412 -9.12504 5.57332
C 17.81065 -7.70354 1.34806
H 17.08688 -4.86755 3.00883
H 16.25038 -5.55474 1.71678
H 17.92499 -5.06875 1.49005
H 19.78646 -6.40721 2.73436
H 18.86082 -6.25590 4.27557
H 20.54460 -7.94572 4.31015
H 19.70635 -8.87117 3.08065
H 18.63415 -7.95858 5.64836
H 18.83773 -9.68738 5.34864
H 16.51834 -10.96396 3.87961
H 16.26258 -9.92013 2.57497
H 17.91531 -10.44756 3.06192
H 15.24760 -8.90758 5.41653
H 16.39643 -10.13509 5.97255
H 16.60341 -8.39659 6.32691
H 18.28952 -8.66652 1.52543
H 18.33993 -7.31061 0.47998
H 16.81439 -7.91225 0.95821
C 10.75365 -5.56372 -7.50552
C 11.39973 -6.52357 -6.46491
C 10.35748 -6.96568 -5.43415
C 10.74569 -7.97990 -4.34127
C 11.33455 -9.23653 -4.97747
C 12.36325 -8.90847 -6.11481
N 11.95884 -7.77777 -7.02604
O 12.91044 -7.51033 -8.05297
C 13.80686 -8.68988 -5.54496
C 12.32377 -10.20834 -7.01657
C 12.33905 -5.66577 -5.52900
H 11.51355 -5.33093 -8.25149
H 10.36334 -4.59842 -7.18311
H 9.92869 -6.11419 -7.95775
H 10.00375 -6.07245 -4.91925
H 9.52440 -7.46624 -5.92764
H 9.96186 -8.20540 -3.61818
H 11.59761 -7.49582 -3.86377
H 10.55115 -9.82436 -5.45585
H 11.81476 -9.78650 -4.16812
H 14.45780 -8.36720 -6.35752
H 13.98568 -7.88704 -4.82974
H 14.28470 -9.55053 -5.07693
H 13.14942 -10.19260 -7.72803
H 12.49118 -11.13046 -6.46000
H 11.50861 -10.20213 -7.74016
H 12.50468 -5.86738 -4.47070
H 12.03169 -4.62042 -5.55875
H 13.37937 -5.55367 -5.83441
```

Calculated values
**HOMO level (spin up / spin down)**: -8.894 / -9.786 eV
**LUMO energy (spin up / spin down)**: 0.1 / -0.3 eV
**Energy**: -4320.85051 Ha
**Spin multiplicity**: 7

These are the Mulliken partial charges, in e, on atoms 1 to 99: 0.035 -0.126 -0.112 -0.103 0.305 -1.824 1.367 -1.122 -0.786 -1.476 1.325 0.495 -0.479 -1.452 -1.589 -1.646 0.330 0.391 0.474 0.444 0.335 0.331 0.423 0.515 0.464 0.429 0.350 0.376 0.430 0.344 0.338 0.387 0.390 0.437 -1.773 1.701 -1.397 -0.653 -1.296 1.672 0.290 -0.490 -1.890 -1.745 -1.511 0.403 0.412 0.437 0.367 0.417 0.405 0.296 0.468 0.408 0.343 0.423 0.442 0.435 0.352 0.461 0.390 0.293 0.344 -1.683 1.476 -1.138 -0.764 -1.243 1.574 0.455 -0.484 -1.708 -1.715 -1.761 0.436 0.379 0.369 0.437 0.385 0.375 0.345 0.369 0.476 0.325 0.366 0.413 0.414 0.415 0.355 0.332 0.354 0.447 -1.743 1.484 -1.262 -0.729 -1.422 1.528 0.395


# 2
The following is a quantum chemistry calculation of a cluster of 7 separate species, C55H118N8O7 in total in a non-equilibrium geometry, from OMol25.

```
188
Properties=species:S:1:pos:R:3
C 10.54492 8.92948 1.88662
C 10.87542 8.13344 0.58890
C 10.39543 8.87728 -0.75384
C 12.45441 8.04510 0.62049
C 13.21041 6.99720 1.36235
C 12.49046 5.55872 1.14190
C 10.89240 5.52532 1.18354
C 10.35395 4.28310 0.51866
C 10.47465 5.46337 2.65288
N 10.22464 6.75133 0.54278
O 8.90125 6.73419 0.56006
H 9.79361 8.35928 2.43297
H 11.33972 9.03918 2.62442
H 10.32395 9.97063 1.65151
H 9.31011 8.97769 -0.74324
H 10.78172 9.89132 -0.85686
H 10.67105 8.42876 -1.70829
H 12.75327 8.10713 -0.42589
H 12.89586 8.99729 0.91467
H 14.23251 6.85245 1.01241
H 13.24203 7.25537 2.42087
H 12.89705 4.89064 1.90114
H 12.86871 5.15047 0.20469
H 10.60236 4.39658 -0.53658
H 9.26646 4.32391 0.58042
H 10.69329 3.31217 0.87953
H 9.40146 5.62426 2.75519
H 10.92477 6.23710 3.27484
H 10.75616 4.52782 3.13621
H 8.76738 6.13125 -0.17489
C 3.37470 -1.60987 2.58079
C 1.82170 -1.93644 2.76343
C 1.52992 -3.42639 2.37086
C 1.40804 -1.78520 4.26330
C 1.23266 -0.32949 4.85388
C 0.37198 0.44831 3.91061
C 0.74185 0.47559 2.35566
C -0.50857 1.03075 1.71238
C 1.86881 1.48290 2.14451
N 0.94358 -0.97989 1.93100
O 1.20139 -1.05034 0.59010
H 3.80288 -2.04537 1.67797
H 3.56157 -0.60304 2.95428
H 3.92362 -2.15547 3.34832
H 0.52767 -3.70963 2.04936
H 2.15787 -3.64090 1.50613
H 1.64684 -4.11200 3.21012
H 0.44153 -2.27721 4.37222
H 2.09566 -2.35648 4.88694
H 0.87780 -0.32776 5.88450
H 2.21167 0.14247 4.93690
H 0.20299 1.43272 4.34702
H -0.63190 0.02672 3.96138
H -0.39160 1.04489 0.62877
H -0.74974 2.06023 1.97718
H -1.35406 0.37490 1.91995
H 1.47699 2.47796 2.35537
H 2.18046 1.54875 1.10209
H 2.55917 1.34055 2.97591
H 0.57141 -1.72626 0.32959
C -5.86749 -2.21370 15.98504
C -5.15108 -3.46786 15.51540
C -4.42528 -4.07517 16.70699
C -6.14742 -4.53497 15.15656
C -6.85207 -4.34124 13.92791
C -5.77687 -4.25718 12.75336
C -4.69469 -3.17333 13.04749
C -3.59862 -3.37746 12.00682
C -5.30320 -1.80332 12.75947
N -4.14410 -3.32409 14.41012
O -3.13906 -2.37585 14.75189
H -6.31018 -2.34702 16.97213
H -5.19177 -1.37178 16.13565
H -6.58714 -1.73230 15.32289
H -4.15704 -5.11256 16.50712
H -3.54111 -3.54058 17.05419
H -5.07736 -4.09751 17.58015
H -5.84418 -5.57856 15.24070
H -6.82976 -4.71067 15.98821
H -7.53968 -5.14030 13.65079
H -7.47394 -3.44926 14.00372
H -6.61538 -4.07346 12.08162
H -5.35185 -5.18715 12.37569
H -2.84836 -2.62465 12.24869
H -3.83124 -3.28591 10.94587
H -2.98608 -4.25531 12.21246
H -4.68369 -1.06687 13.27129
H -6.32947 -1.82630 13.12598
H -5.33155 -1.59214 11.69051
H -2.41764 -2.73730 14.23177
C -5.86510 -4.94231 -5.67750
C -7.13546 -4.22174 -5.06317
C -8.37050 -5.24125 -4.96437
C -6.69645 -3.84227 -3.63458
C -7.61538 -3.00929 -2.83025
C -7.90825 -1.67658 -3.63942
C -8.31086 -1.93399 -5.20396
C -9.82087 -2.28941 -5.47064
C -7.94169 -0.66887 -5.98378
N -7.38673 -2.98963 -5.85042
O -7.67583 -3.33137 -7.13550
H -5.93572 -4.91370 -6.76483
H -4.94181 -4.41685 -5.43356
H -5.77953 -5.93603 -5.23782
H -9.10991 -4.83385 -4.27488
H -8.86688 -5.46657 -5.90826
H -7.97861 -6.13798 -4.48437
H -6.35678 -4.66730 -3.00844
H -5.72016 -3.36201 -3.56899
H -8.50686 -3.59636 -2.60957
H -7.14973 -2.66339 -1.90741
H -7.21042 -0.84520 -3.53973
H -8.70476 -1.21859 -3.05299
H -10.15436 -3.09584 -4.81753
H -10.01957 -2.60248 -6.49563
H -10.40481 -1.42058 -5.16691
H -6.88982 -0.46406 -5.78450
H -8.69505 0.04932 -5.66013
H -8.16061 -0.61375 -7.05014
H -7.04167 -2.82181 -7.64520
C -5.70536 9.50242 -7.87167
C -6.10864 8.83426 -6.49898
C -7.62910 8.43860 -6.57411
C -5.23773 7.54936 -6.28480
C -5.24020 7.09686 -4.84104
C -4.53183 8.09519 -4.00825
C -5.30413 9.48036 -4.03628
C -6.41466 9.29941 -3.01554
C -4.24265 10.56946 -3.64518
N -5.73604 9.83742 -5.46554
O -6.55803 10.93484 -5.57356
H -5.93318 8.90224 -8.75257
H -6.29534 10.39684 -8.07174
H -4.66142 9.81581 -7.86370
H -8.04776 8.02185 -5.65806
H -8.16369 9.32847 -6.90643
H -7.85175 7.67584 -7.32025
H -5.54574 6.70393 -6.89999
H -4.28794 7.73154 -6.78761
H -6.23688 6.79439 -4.51974
H -4.63881 6.19399 -4.73493
H -3.46420 8.16637 -4.21609
H -4.52193 7.77818 -2.96541
H -6.17299 9.02970 -1.98746
H -7.02053 8.48280 -3.40817
H -7.01550 10.19584 -2.86224
H -3.83680 10.47730 -2.63777
H -4.69794 11.55982 -3.64756
H -3.46284 10.67414 -4.39953
H -6.03019 11.59132 -6.03401
C 3.52646 -7.06928 -11.27802
C 4.34003 -7.54246 -9.98380
C 4.84598 -8.97025 -10.13689
C 5.60003 -6.66388 -9.94690
C 5.30879 -5.24589 -9.39249
C 4.72724 -5.49574 -7.93955
C 3.35407 -6.27267 -7.94268
C 2.96365 -6.63509 -6.47340
C 2.26289 -5.47098 -8.64681
N 3.60075 -7.55121 -8.72128
O 2.42009 -8.35268 -8.83282
H 2.62550 -7.65781 -11.45117
H 3.43861 -5.99816 -11.45992
H 4.16404 -7.38615 -12.10335
H 5.48318 -9.24276 -9.29557
H 4.08393 -9.74737 -10.19591
H 5.46578 -9.07850 -11.02695
H 6.24399 -7.18023 -9.23501
H 6.07001 -6.56368 -10.92525
H 6.31096 -4.81876 -9.42853
H 4.61936 -4.58340 -9.91584
H 4.52467 -4.59352 -7.36243
H 5.56011 -6.01866 -7.46946
H 3.19050 -7.67049 -6.21927
H 1.93744 -6.45667 -6.15223
H 3.62489 -6.01549 -5.86763
H 1.80574 -4.65590 -8.08577
H 1.39423 -6.01139 -9.02295
H 2.50855 -4.97751 -9.58716
H 2.27635 -8.71758 -7.95660
N 8.34424 -7.54694 3.52389
C 7.85515 -7.44994 4.68876
N 8.74071 -6.70510 5.37524
O 6.82009 -7.95645 5.09796
H 7.93478 -8.15219 2.82668
H 9.20631 -7.07214 3.29694
H 9.65239 -6.43992 5.03082
H 8.72751 -6.93099 6.35956
```

Calculated values
**HOMO level**: -7.745 eV
**LUMO energy**: 0.6 eV
**Energy**: -3130.61290 Ha
**Spin multiplicity**: 1
**Energy relative to the best compared isomer or geometry (same formula, charge and spin)**: 638.1 kJ/mol
**SMILES string**: CC1(C)CCCC(C)(C)N1O.CC1(C)CCCC(C)(C)N1O.CC1(C)CCCC(C)(C)N1O.CC1(C)CCCC(C)(C)N1O.CC1(C)CCCC(C)(C)N1O.CC1(C)CCCC(C)(C)N1O.NC(N)=O

These are the Mulliken partial charges, in e, on atoms 1 to 99: -1.605 1.442 -1.774 -1.444 -0.648 -1.206 1.598 -2.036 -1.842 0.254 -0.438 0.312 0.342 0.415 0.418 0.431 0.408 0.484 0.488 0.358 0.348 0.391 0.427 0.463 0.498 0.343 0.345 0.371 0.470 0.387 -1.394 1.469 -1.794 -1.327 -0.697 -1.284 1.494 -1.992 -1.636 0.214 -0.491 0.319 0.285 0.407 0.400 0.394 0.363 0.435 0.498 0.405 0.322 0.411 0.422 0.425 0.376 0.458 0.460 0.339 0.357 0.364 -1.677 1.743 -1.945 -1.494 -0.879 -1.094 1.764 -1.980 -1.824 0.137 -0.469 0.410 0.423 0.307 0.423 0.374 0.428 0.501 0.544 0.496 0.282 0.300 0.384 0.516 0.384 0.465 0.320 0.275 0.491 0.394 -1.808 1.385 -1.522 -1.410 -0.691 -1.147 1.478 -1.628 -1.933